C5H5NO in the gas phase in a non-equilibrium geometry. Source: the OMol25 dataset; level of theory: ωB97M-V/def2-TZVPD.

Values from the calculation:
molar mass = 95.1 g mol⁻¹
HOMO level = -8.74 eV
DFT total energy = -8801.44799 eV
relative energy (zero: lowest compared OMol25 entry of this formula, charge and spin) = 45.5 kcal per mole

Positions of all 12 atoms, in Å:
N -0.484 1.696 -0.229
C -1.119 0.480 0.095
C 0.820 1.664 -0.465
C -0.030 -0.519 0.101
C 1.215 0.216 -0.306
C -0.190 -1.792 0.437
O -2.297 0.362 0.308
H -1.019 2.554 -0.272
H 1.615 -0.138 -1.259
H 2.022 0.130 0.422
H -1.160 -2.162 0.726
H 0.628 -2.491 0.441